The following is a quantum chemistry calculation of a molecular structure, C30H22ClIrO7S, from the Open Molecules 2025 dataset.

```
62
Properties=species:S:1:pos:R:3:mulliken_spin:R:1
H -1.8784 0.6688 3.8000 0.016
O 2.6026 0.3141 1.3427 0.005
Ir 0.3856 0.6207 -0.8938 2.152
H 0.1453 -2.3090 -5.2101 -0.001
C 1.0261 -3.8890 -2.8346 -0.011
C 0.2141 -1.5892 -3.1908 0.032
H -1.2336 -2.7972 -4.2241 0.003
C -3.6640 3.2220 -2.1191 0.003
H 4.1917 5.5409 3.0324 0.011
O 0.7031 -1.2605 -0.2816 0.162
C 1.5868 -4.8912 -2.0788 0.020
C -1.7799 -0.2054 5.7445 -0.060
C 1.5662 2.6486 3.3648 -0.011
Cl -5.8562 3.5609 -3.6724 0.001
H -1.4072 -0.9992 7.7098 0.009
C 1.8479 -4.6383 -0.7285 -0.009
O 0.3931 -0.3898 -2.9903 0.079
C 3.5491 3.8223 4.1589 -0.080
C 2.5254 -0.5709 2.0847 0.000
C 2.4460 4.6026 2.1922 -0.080
C 1.8218 1.7903 -1.3110 0.107
H -1.0793 -1.1045 -4.7928 -0.001
H 0.9932 -0.3825 7.6616 -0.003
O -0.6899 2.7116 -0.1668 0.092
H -2.8218 -0.4994 5.7306 -0.002
H -3.7313 4.2812 -1.8997 0.000
C 1.5558 -3.4159 -0.1682 0.026
C 0.0936 0.8730 4.6311 0.020
H -0.0816 1.9709 1.6499 -0.007
H 0.7328 3.5555 1.5652 0.027
C 0.7443 -2.6225 -2.2938 -0.032
H 2.2799 -5.4145 -0.1087 -0.001
C 3.4724 4.7372 3.1170 0.147
H -3.4214 -0.5625 -2.8467 0.000
C -0.5450 -1.9784 -4.4304 0.012
C 1.0016 -2.3790 -0.9327 0.041
H 4.3470 3.8969 4.8872 -0.004
C -4.5731 2.6342 -2.9450 0.008
C -0.9895 -0.4915 6.8505 0.114
H 2.7496 2.1109 5.0982 0.025
H 0.8212 -4.0684 -3.8824 0.001
C 0.8881 0.5323 5.7366 0.126
O 2.4593 -1.4544 2.8299 0.003
C 0.5519 1.6180 3.4659 0.282
S 3.1290 2.5669 -1.3343 0.145
C -4.4812 1.2587 -3.2133 -0.003
H 2.3586 5.3025 1.3698 -0.003
C -2.5233 1.0711 -1.7906 0.034
C -3.4883 0.5002 -2.6536 0.005
C -1.7093 3.1648 -0.6891 0.010
C 0.3494 -0.1317 6.8281 -0.064
H 1.9480 0.7221 5.7426 0.027
H 1.7302 -3.2262 0.8833 0.001
H -1.9460 4.2244 -0.5012 0.006
O -1.6375 0.2904 -1.2468 0.127
H -5.2088 0.8031 -3.8731 0.000
H 1.8173 -5.8513 -2.5187 0.001
O -0.2339 1.3618 2.3837 0.108
C -1.2500 0.4549 4.6515 0.119
C 2.6220 2.8018 4.2842 0.150
C 1.5170 3.5837 2.3082 0.146
C -2.6262 2.4597 -1.5383 -0.033
```

- Charge: 0
- Frontier orbital gap (alpha / beta): 0.2156 / 0.2375 hartree
- Energy relative to the best compared isomer or geometry (same formula, charge and spin): 0.000 eV
- E_HOMO (alpha / beta): -6.3 / -8.2 eV
- Total energy: -2645.68398 a.u.
- 2S+1: 5

The following is a quantum chemistry calculation of 10 unconnected molecules or ions with the total composition C22H47N5O5S5, from the Open Molecules 2025 dataset.

```
84
Properties=species:S:1:pos:R:3:mulliken_charge:R:1
H -3.1923 1.5024 -0.3802 -0.008
H -4.6065 2.6935 1.3829 0.419
H 1.9201 0.1280 1.5522 0.331
H 5.7905 0.7606 -2.8027 0.295
H 1.1136 -1.8524 -1.3338 -0.128
O 3.3792 1.3792 -2.3269 -0.547
H 4.6240 -5.3647 -0.8491 0.385
H 0.8910 -1.7518 -6.7687 0.340
C -3.0386 4.3064 3.7449 -0.601
H 4.1330 -4.3925 -2.2924 0.332
H -2.2177 1.4597 2.2459 0.508
H -1.3209 -2.0160 2.7186 0.120
C -2.6360 2.4083 2.5514 0.494
C 1.3856 -0.9389 -0.8284 0.174
C -1.1174 -1.8066 3.7752 -0.856
C 1.3159 5.0015 0.0592 0.404
S 2.6944 -4.0968 -0.3357 0.884
H 3.8849 -2.9794 1.4421 0.316
H 3.8896 0.2910 0.2004 -0.212
N -0.2092 1.1011 -4.1450 -0.431
O -5.8654 0.9495 0.5143 -0.625
S 4.3934 1.9662 -1.4114 0.525
C 3.3562 -3.9369 1.3159 -1.116
H -4.1357 1.8561 -1.8031 0.474
H 6.8294 1.9306 -1.9235 0.369
H -0.6336 5.6852 -0.0804 0.239
H -3.4678 -0.5296 1.1953 -0.142
C 4.8014 0.6463 -0.2681 -0.449
H -3.0755 5.1365 4.4390 0.416
H -0.2033 -1.2255 3.8280 0.297
C -0.2766 3.0891 -2.4629 -0.556
H -1.2315 3.6203 -2.5374 0.388
H -1.3267 3.0516 4.3020 0.399
S -5.1444 0.1105 -0.4770 0.358
H 5.7401 2.4330 -3.2775 0.346
C 1.0770 -1.0866 -5.9290 -0.963
C -2.4351 -4.7741 -0.6086 0.220
N 2.0335 4.1061 0.2948 -0.455
C -4.0673 -1.0228 0.4375 -0.303
H 4.0714 -4.7259 1.5524 0.393
H 5.5518 0.9957 0.4413 0.487
H 5.2033 -0.2128 -0.8146 0.236
H -3.0733 0.3375 -1.6340 0.229
H -4.6624 -1.7590 3.7375 0.314
C 4.2153 -4.4189 -1.2163 -1.100
C 0.9393 0.6136 1.4026 -0.731
C -3.7822 2.9707 2.0220 -0.793
H -0.0697 2.8131 -1.4375 -0.022
C -1.1075 -4.3933 -1.0769 -0.251
H -1.0162 -2.7565 4.3016 0.459
O -2.4466 -0.7938 5.8448 -0.717
H 0.4260 3.8800 -2.7522 0.373
H -1.1778 -3.9900 -2.0861 0.252
H -4.6268 4.8985 2.4601 0.181
C -3.7362 -2.2477 4.0347 -1.071
H -3.3870 -2.9436 3.2790 0.284
C -2.1854 3.2262 3.6825 -1.053
O -0.9399 0.3814 -0.4148 -0.652
H -3.9322 -2.7581 4.9774 0.437
H 0.5529 6.4032 -1.2438 0.272
N -3.9119 4.2294 2.6504 0.008
H 0.5047 -0.1837 -6.1207 0.313
C -3.7667 1.0414 -1.1863 -0.560
N 0.4490 -2.2260 -3.7068 -0.357
N -3.4832 -5.0962 -0.2068 -0.503
C 5.8740 1.7787 -2.4188 -1.071
H 0.5436 0.6567 2.4171 0.257
H 2.2547 -1.2041 -0.2235 -0.196
O 1.8678 -5.3140 -0.1294 -0.716
H 2.1252 -0.7879 -5.9012 0.237
H -4.7120 -1.8071 0.8202 0.423
H 0.4284 6.8887 0.4958 0.354
C 0.7312 -1.6742 -4.6785 0.466
S -2.5584 -0.9206 4.3744 0.760
H -0.4697 -5.2697 -0.9974 0.366
C 0.3754 6.0749 -0.2214 -0.799
H 1.5780 -0.0564 -1.4373 0.092
H 4.9099 -3.6513 -0.8555 0.303
H -3.4200 -1.4202 -0.3483 0.154
H 2.5339 -3.9548 2.0208 0.314
H -0.6584 -3.6030 -0.4775 -0.091
S 0.0571 -0.4684 0.2977 0.807
H 1.1329 1.6141 1.0130 0.037
C -0.2536 1.9955 -3.3977 0.234
```

- Charge: 0
- Frontier orbital gap: 0.2939 hartree
- E_HOMO: -8.0 eV
- Total energy: -3507.13730 a.u.

The following is a quantum chemistry calculation of 2 unconnected molecules or ions with the total composition C5H13N2, from the Open Molecules 2025 dataset.

```
20
Properties=species:S:1:pos:R:3:mulliken_charge:R:1
C 0.7055 0.4524 -0.9935 0.424
H 1.4632 0.8779 -0.3487 0.306
H -2.7760 -1.3517 1.3503 0.242
H -0.2035 0.8620 -2.7617 0.323
H -0.1316 -1.5594 -1.4216 0.362
N 0.5746 1.1724 -2.1088 -0.115
H -2.4166 -0.8348 3.1119 0.257
H -0.7738 -0.6907 0.1547 0.556
H 1.7243 2.6944 -1.4747 0.251
H -0.3611 -0.2766 3.5846 0.355
H 2.2582 1.8092 -3.1045 0.300
H 1.0020 3.1815 -2.8857 0.327
H 0.6539 -1.2711 0.0670 0.302
N -0.9333 -0.9035 1.7541 -0.239
H 0.8968 -1.3828 2.6306 0.312
H 0.6506 0.3518 2.3848 0.264
C 1.4144 2.2499 -2.4662 -0.718
C 0.0766 -0.7397 -0.6469 -1.309
C -2.1020 -1.0028 2.1271 -0.290
C 0.1324 -0.5891 2.6765 -0.913
```

- Charge: +1
- Frontier orbital gap: 0.3288 hartree
- Energy relative to the best compared isomer or geometry (same formula, charge and spin): 4.027 eV
- E_HOMO: -13.1 eV
- Total energy: -307.47364 a.u.

The following is a quantum chemistry calculation of a molecular structure, C14H13ClN2O3Pt, from the Open Molecules 2025 dataset.

```
34
Properties=species:S:1:pos:R:3:mulliken_spin:R:1
Cl 0.5897 2.6245 -2.3785 0.711
C -1.0714 0.7400 -3.8081 0.143
H -3.7609 -0.6273 -0.1506 0.001
H -2.1617 2.8980 -2.2443 0.002
O 1.2496 3.9758 0.4268 0.006
H 1.7566 1.4813 1.5652 0.003
H -0.5584 -0.1971 -4.0101 -0.005
C 1.0835 -2.2300 0.8530 0.034
C 0.4466 3.1547 0.2530 0.161
H 4.2380 -3.4337 3.8238 0.000
H 3.7479 -1.7550 3.7730 0.000
C 1.5560 0.4128 1.3838 -0.015
N 3.8197 -2.6589 3.3235 0.000
C 2.1347 -1.8949 1.7400 -0.009
H -3.5183 2.1484 -0.0174 0.011
H -1.5727 1.0743 -4.7226 0.048
C -1.5717 1.3420 1.6821 0.154
C 0.2901 -1.2217 0.2962 -0.028
H 3.2061 -0.1223 2.5616 0.003
H 0.8833 -3.2795 0.6139 0.003
C 2.9015 -3.0034 2.3660 -0.002
O -1.9579 1.0022 2.7129 0.000
C -2.1900 1.8899 -1.8429 0.363
C -2.6910 -0.3673 -2.0841 0.325
C -1.9550 0.7042 -2.6599 0.210
N 0.4939 0.0786 0.6295 0.262
H -2.7841 -1.3541 -2.5420 0.004
Pt -0.8148 1.8109 -0.0552 1.078
C -2.9466 1.4622 -0.6520 0.156
H -0.5004 -1.5076 -0.4230 0.007
C 2.3925 -0.5421 1.9620 0.023
H -0.2775 1.5511 -3.5711 0.013
O 2.7468 -4.1760 2.0322 -0.002
C -3.2040 0.0201 -0.8367 0.341
```

- Charge: +2
- Frontier orbital gap (alpha / beta): 0.3014 / 0.1494 hartree
- E_HOMO (alpha / beta): -15.6 / -15.6 eV
- Total energy: -1455.20696 a.u.
- 2S+1: 5

The following is a quantum chemistry calculation of C20H31N3OS in the gas phase, from the Open Molecules 2025 dataset.

```
56
Properties=species:S:1:pos:R:3:mulliken_charge:R:1
C 3.8776 -0.1365 -1.3761 -1.313
C -4.9177 1.2160 -0.8223 -0.837
H 6.1000 -1.3117 -0.9523 0.370
H 4.5574 -2.5332 1.0174 0.273
C 6.0866 -0.5524 -0.1681 -0.839
H -7.3196 -2.2403 0.5127 0.324
C 2.9407 2.0460 -1.8552 -1.099
H 4.7506 1.1493 0.1384 0.279
C 6.2678 -1.2082 1.1992 -0.617
C 1.5183 1.2862 0.6043 0.089
H 0.2735 -0.2086 -2.2415 0.314
H 4.5398 0.0788 -2.2204 0.353
H -3.2761 2.9836 0.0686 0.310
H 0.0776 1.4724 -1.7345 0.238
H -5.4569 -2.5717 2.0307 0.362
H 3.4204 2.6001 -1.0374 0.334
S -1.1966 3.4331 1.5356 -0.352
H -4.5065 -3.2871 0.7355 0.353
H 3.5921 -1.1921 -1.4261 0.383
H -5.0082 2.1422 -1.3707 0.450
H 2.0028 2.5395 -2.0993 0.308
H -1.8449 0.1191 -0.9793 0.584
H -6.3766 -2.9588 -0.7869 0.317
H 6.8500 0.1900 -0.3885 0.372
H -2.9339 -0.3086 1.4419 0.387
C 0.2514 0.4561 -1.3777 -1.125
C -3.7491 -0.1670 0.7490 -0.010
H 0.4618 -0.1679 1.8005 0.298
C -0.8967 0.0577 -0.4471 -0.652
N -2.8954 2.0496 0.1554 -0.054
H -6.7058 0.3898 -1.6264 0.326
H -0.7574 -0.9727 -0.1030 0.317
H 1.3847 2.3289 0.3138 0.263
C -4.7044 -1.1605 0.6093 0.894
C 4.8279 -1.5947 1.5256 -0.525
C 1.5938 0.3851 -0.6354 -0.251
C -3.8336 1.0213 0.0288 -0.242
H 6.9383 -2.0638 1.1793 0.377
C -1.6727 2.0402 0.7713 0.273
H 4.6280 -1.6997 2.5933 0.328
H 1.7315 -0.6446 -0.2880 0.205
H -7.5766 -1.7150 -1.1541 0.381
C -4.5806 -2.4268 1.4001 -1.809
H 6.6320 -0.4822 1.9267 0.274
N -0.9124 0.9238 0.7158 0.178
O 4.0367 -0.5302 1.0438 -0.371
H 2.4305 1.1900 1.1902 0.316
C -5.8709 0.2268 -0.9601 -0.993
C -6.8248 -2.0299 -0.4352 -1.469
C -5.7805 -0.9700 -0.2629 1.157
C 0.3281 0.8649 1.4622 -1.820
H 3.5890 2.0993 -2.7308 0.402
C 4.6841 0.0751 -0.0756 0.572
N 2.6844 0.6537 -1.5608 0.345
H -3.6984 -2.4012 2.0343 0.378
H 0.2388 1.5170 2.3321 0.692
```

- Charge: 0
- SMILES: Cc1ccc(NC(=S)N2CCC(N(C)C[C@@H]3CCCO3)CC2)cc1C
- Frontier orbital gap: 0.3122 hartree
- Energy relative to the best compared isomer or geometry (same formula, charge and spin): 0.503 eV
- E_HOMO: -7.7 eV
- Total energy: -1418.39844 a.u.

The following is a quantum chemistry calculation of C4H8O2 in the gas phase, from the Open Molecules 2025 dataset.

```
14
Properties=species:S:1:pos:R:3:mulliken_charge:R:1
H 0.3842 -0.1489 -1.5491 0.324
H 0.1711 -1.2900 1.7530 0.398
H -0.8146 -1.2285 -0.8250 0.274
C -0.8748 1.8951 -0.2965 -1.203
C 0.0191 -0.5504 -0.5962 -0.574
H -1.3063 2.5266 0.4831 0.338
C 1.1152 -1.3756 0.0958 -0.471
C -0.5333 0.5505 0.2978 0.864
O -0.7025 0.3544 1.4903 -0.625
H 1.4274 -2.1771 -0.5824 0.301
H -1.5802 1.7973 -1.1290 0.326
H 0.0321 2.3688 -0.6900 0.304
H 2.0011 -0.7410 0.2725 0.284
O 0.6616 -1.9813 1.2757 -0.541
```

- Charge: 0
- SMILES: CC(=O)CCO
- Frontier orbital gap: 0.3968 hartree
- Energy relative to the best compared isomer or geometry (same formula, charge and spin): 0.808 eV
- E_HOMO: -10.0 eV
- Total energy: -307.68276 a.u.

The following is a quantum chemistry calculation of a molecular structure, C47H47NP2Ru, from the Open Molecules 2025 dataset.

```
98
Properties=species:S:1:pos:R:3:mulliken_spin:R:1
C 0.7961 0.5200 2.6125 -0.109
H -2.0999 -0.9139 1.2705 0.019
C -1.6937 2.4587 0.3091 0.012
H -2.1884 -6.0338 -12.5772 0.000
C 2.2124 -0.1010 -0.9150 -0.017
C -0.7080 -1.4352 -6.3682 0.028
H 0.1663 2.7827 -8.6888 0.000
H 2.6491 4.9771 -5.9215 0.001
H -2.2503 -2.0372 -10.9434 0.000
H 3.9614 1.1635 -7.4403 -0.001
H -1.7480 -0.4854 -9.5601 0.009
H -0.3193 -5.4704 3.0537 0.001
H 1.7371 3.7774 2.9762 -0.002
H 4.0265 3.8389 -12.2879 0.001
C -2.4199 -2.4270 -4.9815 0.035
C -1.8076 -3.0350 -10.9694 0.020
H -1.9392 1.3582 2.1688 0.005
C 2.9429 0.7509 -13.2134 -0.020
C -1.5905 1.3266 -2.6178 0.043
H -2.4790 2.9257 -0.3165 -0.004
H 0.0909 -0.7021 -6.5126 0.005
H 3.8470 2.3970 -14.3144 0.001
N 0.5417 -0.4234 1.6197 0.024
P 0.0011 -2.1516 -8.9069 0.265
H -3.4296 0.7177 -1.5952 -0.004
C -0.6873 -3.3331 -10.1751 0.043
H -1.2842 -1.2971 3.5278 -0.003
C -2.4673 0.2772 -1.9156 0.041
C 0.2561 -1.7271 2.0150 0.009
C -1.9384 -0.0729 0.5882 0.114
H -2.7451 -0.5043 -2.6431 -0.001
H 0.4698 2.0851 -2.4086 -0.047
H -1.5100 -3.6331 4.2873 0.000
C -2.2911 1.2684 1.1225 -0.016
C -0.5432 -5.5092 -11.2604 0.000
H -2.9330 -2.4961 -4.0202 0.003
H 2.6777 -0.6027 -0.0417 0.010
H 2.0738 -0.7228 -11.8863 0.004
C -1.7450 -5.2617 -11.9407 0.010
C -0.4261 2.1666 -0.4850 -0.079
C -0.1544 -4.4199 2.7827 0.017
C 3.1455 2.3859 -10.9576 0.024
C -2.7842 -3.2693 -6.0383 -0.010
C 3.4971 2.0329 -13.3409 0.043
H -1.4461 3.2596 1.0273 0.004
C -0.6522 -0.5807 -9.5353 0.028
C 0.1758 0.4553 -9.8147 0.021
C -0.0121 -4.5562 -10.3846 0.018
H 2.6954 0.8752 -1.0640 0.040
C -1.7745 -0.4389 -0.7594 -0.122
C -0.3659 1.6872 -1.8276 0.073
C 3.4460 3.0934 -6.6103 -0.003
H -3.4006 1.3479 1.2425 0.006
C 2.5219 0.2739 -11.9714 0.032
H 4.3689 3.1746 -6.0322 0.000
C 2.4790 4.1054 -6.5511 0.013
C -1.3980 -1.4852 -5.1605 -0.039
C 2.6157 1.0968 -10.8317 0.048
C 1.1754 1.8446 2.2844 0.259
H 3.1747 3.0607 -10.0980 0.003
C 1.3028 3.9913 -7.2936 -0.001
C -2.3652 -4.0193 -11.7974 0.001
C -0.8572 -3.3973 3.4355 0.000
H 2.8397 0.1220 -14.0965 0.000
C -1.0486 -2.3122 -7.4199 0.039
H -2.4470 -3.8089 -8.1116 0.002
H 0.9212 -4.7556 -9.8545 0.000
H 0.5430 4.7711 -7.2406 0.000
H -0.0292 -6.4616 -11.4094 0.000
C 0.8024 -4.0879 1.8129 -0.006
C 0.9962 -2.7648 1.4233 0.001
H -1.6712 -1.5076 -0.9152 -0.016
H -3.2926 -3.8120 -12.3288 0.001
H -2.1550 2.2402 -2.8601 0.001
H 0.5245 -0.8094 4.3408 0.040
H -3.5988 -3.9864 -5.9068 0.000
C 3.5968 2.8408 -12.2036 -0.013
H 0.3780 2.8727 -0.2393 -0.019
C 0.7027 0.2114 3.9991 0.294
H -1.1336 -0.7969 -4.3583 0.016
Ru 0.2610 0.0885 -0.5477 1.855
H -1.2879 0.9487 -3.6035 -0.007
H -0.1420 1.3370 -10.3908 0.008
H 1.4268 -4.8590 1.3653 0.000
H 1.7220 -2.4722 0.6672 -0.002
C 3.2299 1.9698 -7.4004 0.028
C 2.0513 1.8711 -8.1719 0.029
C -2.1215 -3.1968 -7.2703 0.025
C 1.0798 2.8742 -8.1066 0.016
H 1.2993 3.2523 5.3980 0.010
C 1.3871 2.7931 3.2802 0.227
C 0.7884 1.1920 4.9761 0.208
P 1.9017 0.4134 -9.2506 0.277
C 1.1636 2.4930 4.6267 0.057
C -0.6968 -2.0781 3.0277 0.011
H 1.3070 2.0758 1.2251 0.063
H 0.5971 0.9100 6.0120 -0.006
H 2.4111 -0.7303 -1.8135 0.011
```

- Charge: +2
- Frontier orbital gap (alpha / beta): 0.2605 / 0.1037 hartree
- Energy relative to the best compared isomer or geometry (same formula, charge and spin): 2.913 eV
- E_HOMO (alpha / beta): -11.7 / -11.7 eV
- Total energy: -2650.69657 a.u.
- 2S+1: 5